Below is a molecular structure, C17H23AlBrF2IN, with properties calculated with ωB97M-V with the def2-TZVPD basis set.

```
46
Properties=species:S:1:pos:R:3:nbo_charge:R:1
N 0.31019 -0.44136 0.74741 -0.87
C -0.42252 -1.71290 0.67770 -0.21
C -1.29558 -1.96165 1.95138 -0.98
Al -3.03758 -0.89144 1.66834 1.30
Br -3.69749 -0.06196 3.83489 -0.61
C -4.41994 -2.09882 0.78067 -0.99
C -5.89086 -1.55967 0.68512 -0.43
C -6.06253 -0.02125 0.66439 -0.48
I -5.19496 0.73164 -1.19576 0.02
H -0.01066 0.11508 1.52574 0.36
H 0.16770 0.11208 -0.08415 0.36
H 0.33520 -2.51856 0.63644 0.15
H -1.04042 -1.79044 -0.23138 0.17
H -1.48200 -3.04800 1.97596 0.20
H -0.77202 -1.63092 2.86091 0.20
H -2.63259 0.33320 0.72352 -0.43
H -4.44953 -3.08305 1.27332 0.21
H -4.08165 -2.26734 -0.25791 0.21
H -6.31511 -1.91291 -0.27187 0.18
H -6.54005 -1.99249 1.46206 0.20
H -5.62233 0.44962 1.55018 0.23
H -7.12594 0.24677 0.66951 0.21
F 0.16252 2.72385 -0.58666 -0.31
C 1.28584 3.27498 -0.10990 0.41
C 2.47611 3.07110 -0.78368 -0.29
C 3.64036 3.64573 -0.29269 -0.20
C 3.60250 4.40811 0.86915 -0.24
C 2.39881 4.59953 1.53744 -0.19
C 1.23027 4.03443 1.04436 -0.28
H 2.48540 2.46725 -1.68245 0.24
H 4.57654 3.49795 -0.81496 0.21
H 4.51218 4.85210 1.25361 0.21
H 2.36995 5.18884 2.44452 0.21
H 0.28244 4.17781 1.54649 0.24
F 1.78560 0.22579 -3.12960 -0.33
C 2.57057 -0.75979 -2.65105 0.39
C 2.87670 -0.78415 -1.30352 -0.28
C 3.68094 -1.80172 -0.81164 -0.17
C 4.17676 -2.77490 -1.67212 -0.24
C 3.86363 -2.73363 -3.02541 -0.20
C 3.05073 -1.72265 -3.52033 -0.29
H 2.48634 -0.01691 -0.64905 0.26
H 3.91961 -1.83549 0.24276 0.22
H 4.80680 -3.56647 -1.28616 0.21
H 4.25199 -3.48929 -3.69598 0.21
H 2.78808 -1.67809 -4.56962 0.22
```

The HOMO energy comes out at -4.64 eV. Its net charge is -1. The calculation puts the strongest force on any atom at 1.27 eV/A. Its HOMO-LUMO gap is 0.2680 Eh.

=====

Below is C5H9NO2 in the gas phase, with properties calculated with ωB97M-V with the def2-TZVPD basis set.

```
17
Properties=species:S:1:pos:R:3:nbo_charge:R:1
C -1.05670 1.40932 1.78519 -0.61
C -0.04824 0.59597 1.04210 0.15
N 1.29137 1.20148 1.20422 -0.83
C -0.07635 -0.98460 1.15692 -0.43
C -0.57338 -0.26580 -0.06305 -0.39
C -0.04559 -0.56386 -1.36259 0.78
O -0.60463 -0.13368 -2.37320 -0.60
O 0.99178 -1.44582 -1.54977 -0.69
H -0.66288 1.61021 2.80801 0.23
H -1.35539 2.40690 1.23878 0.21
H -1.91810 0.82574 1.82830 0.21
H 1.30395 2.28649 1.12133 0.37
H 1.88884 0.76688 0.48010 0.36
H -0.89464 -1.49466 1.79335 0.22
H 0.89565 -1.59257 1.08562 0.25
H -1.75232 -0.19351 -0.28991 0.26
H 1.15963 -1.53600 -2.46280 0.50
```

The HOMO energy comes out at -9.10 eV. Its net charge is 0. The calculation puts the strongest force on any atom at 4.58 eV/A. Its energy above the lowest of the compared OMol25 structures with the same formula, charge and spin is 47.9 kcal per mole. The SMILES is C[C@@]1(N)C[C@@H]1C(=O)O. Its HOMO-LUMO gap is 0.3610 Eh.

=====

Below is C5H10O in the gas phase, with properties calculated with ωB97M-V with the def2-TZVPD basis set.

```
16
Properties=species:S:1:pos:R:3:nbo_charge:R:1
O 1.64816 0.90358 -0.09678 -0.73
C 0.93349 -0.17528 -0.71683 0.05
C -0.33935 0.48138 -1.19062 -0.45
C -0.74222 0.90327 0.60368 -0.39
C -0.78761 -0.57370 0.98890 -0.43
C 0.47678 -1.19481 0.32988 -0.42
H 1.12244 1.69750 -0.30782 0.47
H 1.63510 -0.57007 -1.46298 0.19
H -0.09323 1.11189 -2.08759 0.22
H -1.14935 -0.18230 -1.58450 0.21
H -1.65245 1.49481 0.63235 0.20
H -0.06163 1.38095 1.36863 0.23
H -0.81517 -0.80386 2.06546 0.22
H -1.70437 -0.96067 0.53968 0.20
H 1.29658 -1.34499 1.03443 0.22
H 0.23284 -2.16770 -0.11591 0.21
```

The HOMO energy comes out at -9.79 eV. Its net charge is 0. The calculation puts the strongest force on any atom at 1.82 eV/A. Its energy above the lowest of the compared OMol25 structures with the same formula, charge and spin is 53.6 kcal per mole. The SMILES is OC1CCCC1. Its HOMO-LUMO gap is 0.3994 Eh.

=====

Below is 2 unconnected molecules or ions with the total composition CH3Cl2NOS, with properties calculated with ωB97M-V with the def2-TZVPD basis set.

```
9
Properties=species:S:1:pos:R:3:nbo_charge:R:1
C 0.11436 -1.69586 0.66914 -0.66
N -0.51574 3.21230 -0.68583 -0.58
O -0.67014 -0.19178 -1.26406 -0.79
S 0.33293 -1.25603 -1.07694 0.94
Cl 1.51948 -2.57796 1.26418 -0.01
Cl 0.26424 1.96640 -1.30132 0.30
H -0.07195 -0.77098 1.25576 0.24
H -0.87135 -2.08669 0.93736 0.24
H -0.10182 3.40059 0.20171 0.31
```

The HOMO energy (alpha / beta) comes out at -9.21 / -9.22 eV. Its net charge is 0. The calculation puts the strongest force on any atom at 1.86 eV/A. Its energy above the lowest of the compared OMol25 structures with the same formula, charge and spin is 50.5 kcal per mole. Its HOMO-LUMO gap (alpha / beta) is 0.2890 / 0.3187 Eh.

=====

Below is a molecular structure, C4H4Cl2O, with properties calculated with ωB97M-V with the def2-TZVPD basis set.

```
11
Properties=species:S:1:pos:R:3:nbo_charge:R:1
C -1.00631 0.43151 -0.46804 0.25
C 1.51690 -0.94681 1.11409 -0.05
C -2.16625 -0.27593 -1.07548 -0.27
C 2.05233 0.42463 0.94621 -0.53
O -1.91918 0.00893 0.29961 -0.43
Cl 0.50367 -1.37625 -0.04935 0.19
Cl 2.16746 1.05608 -0.77114 -0.08
H -2.97698 0.28015 -1.59176 0.20
H -2.08839 -1.26727 -1.28779 0.18
H 1.03563 0.87629 1.29396 0.29
H 2.88110 0.78865 1.58970 0.26
```

The HOMO energy comes out at -8.83 eV. Its net charge is 0. The calculation puts the strongest force on any atom at 3.07 eV/A. Its energy above the lowest of the compared OMol25 structures with the same formula, charge and spin is 162.6 kcal per mole. Its HOMO-LUMO gap is 0.2995 Eh.

=====

Below is a molecular structure, C17H20N4PdS, with properties calculated with ωB97M-V with the def2-TZVPD basis set.

```
43
Properties=species:S:1:pos:R:3:nbo_charge:R:1
Pd -0.31876 1.15594 0.63996 0.94
C 4.52933 -2.05631 -0.27772 -0.62
C 4.77646 -0.65235 -0.80784 -0.23
N 3.97880 0.40333 -0.13219 -0.45
C 2.68417 0.54313 -0.10219 0.26
S 1.98035 1.90092 0.68303 -0.03
N 1.97383 -0.44842 -0.77715 -0.18
N 0.70759 -0.19372 -0.77402 -0.28
C -0.08121 -1.00538 -1.47644 0.40
C 0.38591 -2.28645 -2.05387 -0.71
C -1.40329 -0.43319 -1.71866 0.08
C -2.27645 -0.99015 -2.63520 -0.15
C -3.43880 -0.29862 -2.96474 -0.12
C -3.67998 0.92217 -2.37322 -0.18
C -2.76564 1.41112 -1.43604 0.08
N -1.66865 0.75251 -1.11109 -0.45
H 5.27581 -2.71874 -0.71480 0.25
H 3.54195 -2.42686 -0.54880 0.21
H 4.64235 -2.09358 0.80684 0.23
H 4.59324 -0.58349 -1.87781 0.23
H 5.81089 -0.37094 -0.63130 0.24
H 4.49829 1.15522 0.30444 0.44
H 1.16678 -2.71999 -1.43555 0.27
H 0.81828 -2.10341 -3.04475 0.29
H -0.43188 -2.99348 -2.16642 0.26
H -2.04874 -1.93467 -3.10913 0.25
H -4.13179 -0.71064 -3.68562 0.26
H -4.55887 1.50317 -2.61759 0.26
H -2.92818 2.36003 -0.94196 0.23
C -1.39485 3.23524 1.79929 -0.34
C -1.51429 1.94564 2.34615 -0.20
C -2.65795 1.11847 2.10621 -0.20
C -2.70510 -0.19049 2.56085 -0.11
C -1.62937 -0.74463 3.24296 -0.20
C -0.49200 0.03888 3.49682 -0.14
C -0.42322 1.35202 3.07541 -0.26
H -0.54940 3.86096 2.04607 0.23
H -2.22576 3.69827 1.28533 0.22
H -3.50521 1.54754 1.58581 0.24
H -3.59639 -0.78120 2.39285 0.24
H -1.67555 -1.76448 3.59937 0.25
H 0.32961 -0.37730 4.06556 0.25
H 0.40771 1.97392 3.37713 0.26
```

The HOMO energy (alpha / beta) comes out at -13.78 / -15.32 eV. Its net charge is +2. The spin multiplicity is 5. The calculation puts the strongest force on any atom at 1.03 eV/A. Its HOMO-LUMO gap (alpha / beta) is 0.2368 / 0.2197 Eh.